C3H5F | ωB97M-V/def2-TZVPD

Cartesian coordinates (Å):
F 2.0686 0.9330 -2.3224
C -1.1733 -0.3237 0.8050
C -0.1189 -0.7248 -0.1427
C 1.4713 1.4164 -1.2923
H -0.3654 -1.7094 -0.3594
H -2.0933 -0.8819 0.7909
H -0.6163 -0.8058 1.6756
H -1.1917 0.7585 1.1414
H 2.0190 1.3378 -0.2961

As for the spin multiplicity: 1. For the energy above the lowest of the compared OMol25 structures with the same formula, charge and spin, the calculation gives 699.5 kJ/mol. The lowest unoccupied orbital energy (spin up / spin down) is -0.29 / -0.29 eV. The HOMO energy (spin up / spin down) is -8.18 / -8.19 eV. As for the HOMO-LUMO gap (spin up / spin down): 7.90 / 7.90 eV.

Here are the Löwdin charges for atoms 1 to 4, given in e: -0.043, -0.211, 0.080, -0.035


C25H31N3O2 | ωB97M-V/def2-TZVPD

Cartesian coordinates (Å):
O -0.0093 -0.6522 1.4614
O 2.4690 1.4228 -3.5626
N 1.7921 1.0768 -1.4421
N -2.1935 -3.5941 -0.1185
N -2.1405 -0.4193 0.7794
C 6.8813 6.0814 0.0012
C -4.4890 -3.7519 2.2976
C 3.7260 3.5153 -1.2322
C -1.6306 -4.5095 0.8508
C 0.5880 0.3983 -1.8641
C 4.5685 5.4540 0.0161
C 4.8296 4.3783 -0.8352
C 3.8169 2.3530 -1.8789
C -4.3535 -3.4421 0.9496
C 1.9240 1.1484 -0.0078
C -5.5680 -4.4960 2.7441
C 0.7493 1.9239 0.5931
C -5.3146 -3.9072 0.0602
C 2.6401 1.5824 -2.3642
C 5.5826 6.2945 0.4323
C -3.1794 -2.6571 0.4044
C -1.1488 -2.9681 -0.9001
C -0.6357 1.1627 -1.3606
C -6.5235 -4.9466 1.8505
C -6.3916 -4.6527 0.5042
C 7.1551 5.0224 -0.8496
C -2.6511 -1.6100 1.4201
C 6.1428 4.1793 -1.2643
C -0.8557 -0.0131 0.8695
C -0.5943 1.3209 0.1675
H 7.6754 6.7388 0.3227
H 0.7889 2.9636 0.2603
H -1.8311 -2.0213 2.0108
H 1.9112 0.1313 0.3979
H -7.3641 -5.5267 2.2012
H -0.9359 -4.0268 1.5538
H 5.3604 7.1201 1.0928
H -2.4303 -4.9896 1.4099
H -5.6588 -4.7274 3.7954
H -3.4662 -1.3189 2.0902
H 3.5567 5.6261 0.3565
H 0.8315 1.9033 1.6802
H 0.5894 -0.6201 -1.4611
H -1.5426 0.6412 -1.6719
H -0.6200 -3.7455 -1.4522
H -7.1295 -5.0048 -0.2015
H -0.6411 2.1550 -1.8176
H 2.8697 1.6207 0.2572
H -2.8063 0.1496 0.2809
H 2.7455 3.8783 -0.9460
H -1.3970 2.0040 0.4724
H -3.7487 -3.4202 3.0102
H 4.7653 1.9683 -2.2251
H -1.0800 -5.2782 0.3088
H 8.1655 4.8558 -1.1938
H -5.2108 -3.6858 -0.9918
H -0.4177 -2.4303 -0.2818
H 0.5954 0.3540 -2.9550
H -1.5903 -2.2775 -1.6178
H -3.5423 -2.0987 -0.4710
H 6.3717 3.3671 -1.9367

The structure (SMILES) is CN(C)[C@H](CNC(=O)C1CCN(C(=O)/C=C/c2ccccc2)CC1)c1ccccc1. As for the spin multiplicity: 1. For the energy above the lowest of the compared OMol25 structures with the same formula, charge and spin, the calculation gives 145.3 kJ/mol. The lowest unoccupied orbital energy is 0.51 eV. The HOMO energy is -8.40 eV. As for the HOMO-LUMO gap: 8.91 eV.

Here are the Löwdin charges for atoms 1 to 4, given in e: 0.060, 0.053, -0.044, -0.217


C10H12BrNO2S | ωB97M-V/def2-TZVPD

Cartesian coordinates (Å):
Br -0.9903 -2.1774 -1.0263
S -1.3378 1.7342 1.0093
O -0.7918 3.0126 0.6148
O -2.2718 1.7676 2.1035
N -1.8633 1.0101 -0.4272
C -1.7615 1.6364 -1.5308
C -2.6048 1.0136 -2.6784
C 2.2815 -0.0746 0.9218
C 1.9779 -1.3916 1.3572
C 0.6310 -1.6498 1.7545
C -0.0649 0.5539 1.2020
C 1.2495 0.9115 0.8495
C -0.3392 -0.7104 1.6565
C -1.1779 0.8530 -2.8043
C 2.9631 -2.4353 1.3066
H -3.2498 1.6828 -3.2442
H 1.2792 2.0213 0.6234
H -1.2803 -0.9590 1.9662
H 4.0781 -2.2180 1.4535
H -0.6685 -0.2426 -2.6843
H 0.3855 -2.5719 2.0760
H 2.8398 -3.1196 2.1569
H -1.5328 2.7300 -1.6217
H 2.7891 -2.9670 0.3319
H -3.1597 0.1056 -2.3865
H -0.5839 1.4513 -3.5103
H 3.2038 0.0334 0.5305

As for the spin multiplicity: 1. For the energy above the lowest of the compared OMol25 structures with the same formula, charge and spin, the calculation gives 682.3 kJ/mol. The lowest unoccupied orbital energy (spin up / spin down) is -3.72 / -3.67 eV. The HOMO energy (spin up / spin down) is -7.90 / -8.02 eV. As for the HOMO-LUMO gap (spin up / spin down): 4.18 / 4.35 eV.

Here are the Löwdin charges for atoms 1 to 4, given in e: -0.159, 0.672, -0.311, -0.246


C6H11N2 | ωB97M-V/def2-TZVPD

Cartesian coordinates (Å):
N 1.4533 0.1894 0.0286
N -0.9192 -0.4446 0.3530
C 0.2234 0.7250 0.3366
C 1.6535 -0.7293 -1.0775
C -0.1061 2.1667 0.1659
C 0.9135 -0.2230 1.2898
C -2.0416 -0.7139 -0.4175
C -0.2248 -1.1639 1.1453
H 1.4972 -0.2694 -2.0105
H -1.6829 -1.0814 -1.3729
H -2.6376 0.2193 -0.5069
H 1.7184 -0.0782 2.4908
H -0.5035 -2.1604 1.4904
H 2.7542 -1.1707 -1.0927
H -2.5481 -1.5970 -0.0151
H -0.2224 2.3135 -0.8777
H -0.9799 2.6153 0.7590
H 0.7786 2.8722 0.4672
H 0.8738 -1.4696 -1.1558

Its net charge is +1. As for the spin multiplicity: 1. For the energy above the lowest of the compared OMol25 structures with the same formula, charge and spin, the calculation gives 558.5 kJ/mol. The lowest unoccupied orbital energy is -4.79 eV. The HOMO energy is -14.61 eV. As for the HOMO-LUMO gap: 9.82 eV.

Here are the Löwdin charges for atoms 1 to 4, given in e: -0.024, -0.010, -0.317, -0.031


C10H22CuNO8P | ωB97M-V/def2-TZVPD

Cartesian coordinates (Å):
Cu -2.4371 -8.2311 -10.9329
P 0.5023 -10.4730 -10.1824
O 1.2079 -10.0814 -8.8206
O 0.3304 -12.0389 -10.1242
O -5.5435 -10.3360 -11.9288
O -0.7226 -9.7995 -10.5551
O 1.6883 -10.3323 -11.3140
O -4.8184 -8.3581 -11.1608
O -3.5633 -9.4967 -12.5806
O -2.6743 -6.7741 -9.1675
N -2.8992 -4.7759 -8.0927
C -3.1152 -5.6495 -9.1203
C 0.1745 -8.8139 -6.8850
C 1.4518 -12.9155 -9.9813
C 1.7078 -13.2326 -8.4841
C 0.8947 -8.8164 -8.2312
C 1.4422 -10.6793 -12.6635
C -3.3714 -3.4074 -8.1765
C 2.4886 -11.6979 -13.2145
C -4.6789 -9.3997 -11.9069
C -2.2405 -5.1607 -6.9058
H 1.7611 -8.1847 -8.0117
H 0.6507 -9.5859 -6.2782
H 2.6813 -12.3767 -12.3843
H 2.3480 -12.5122 -7.9778
H 3.4363 -11.2808 -13.5636
H 1.3365 -13.7839 -10.6311
H -3.6359 -5.1432 -9.9466
H 0.4193 -11.0232 -12.8233
H -2.8686 -4.7376 -6.1095
H 2.3038 -12.3416 -14.0773
H -2.4952 -2.7953 -7.9411
H 2.1774 -14.2149 -8.4441
H 0.1668 -7.8455 -6.3950
H 1.5405 -9.7447 -13.2175
H -4.1074 -3.1752 -7.4037
H -3.7217 -3.1033 -9.1596
H -0.8295 -9.1528 -7.1512
H 0.7414 -13.1908 -7.9836
H 0.3413 -8.2212 -8.9588
H -2.3968 -6.2188 -6.6924
H 2.3305 -12.4874 -10.4658
H -1.2108 -4.8391 -6.7380

Its net charge is -1. As for the spin multiplicity: 1. For the energy above the lowest of the compared OMol25 structures with the same formula, charge and spin, the calculation gives 100.0 kJ/mol. The lowest unoccupied orbital energy is 2.27 eV. The HOMO energy is -1.48 eV. As for the HOMO-LUMO gap: 3.76 eV.

Here are the Löwdin charges for atoms 1 to 4, given in e: 0.437, 0.433, -0.144, -0.150


C4H3NOS2 | ωB97M-V/def2-TZVPD

Cartesian coordinates (Å):
S 2.9058 -1.1653 -0.0819
S -3.3622 -0.7960 0.1445
O -0.7925 -0.5157 0.3760
N 0.5359 2.6112 0.1957
C 0.4927 1.4711 0.0488
C -1.9124 -0.2724 -0.3295
C 0.4342 0.0070 -0.1617
C 1.5499 -0.6698 0.5865
H -1.7293 0.3181 -1.2275
H 1.3608 -0.7671 1.6713
H 0.5171 -0.2213 -1.2222

The structure (SMILES) is N#C[C@@H](C=S)OC=S. As for the spin multiplicity: 1. For the energy above the lowest of the compared OMol25 structures with the same formula, charge and spin, the calculation gives 200.9 kJ/mol. The lowest unoccupied orbital energy is -1.36 eV. The HOMO energy is -9.48 eV. As for the HOMO-LUMO gap: 8.12 eV.

Here are the Löwdin charges for atoms 1 to 4, given in e: 0.789, 0.727, -0.133, 0.192


What did the fourth record say?
C6H11N2 | ωB97M-V/def2-TZVPD

Cartesian coordinates (Å):
N 1.4533 0.1894 0.0286
N -0.9192 -0.4446 0.3530
C 0.2234 0.7250 0.3366
C 1.6535 -0.7293 -1.0775
C -0.1061 2.1667 0.1659
C 0.9135 -0.2230 1.2898
C -2.0416 -0.7139 -0.4175
C -0.2248 -1.1639 1.1453
H 1.4972 -0.2694 -2.0105
H -1.6829 -1.0814 -1.3729
H -2.6376 0.2193 -0.5069
H 1.7184 -0.0782 2.4908
H -0.5035 -2.1604 1.4904
H 2.7542 -1.1707 -1.0927
H -2.5481 -1.5970 -0.0151
H -0.2224 2.3135 -0.8777
H -0.9799 2.6153 0.7590
H 0.7786 2.8722 0.4672
H 0.8738 -1.4696 -1.1558

Its net charge is +1. As for the spin multiplicity: 1. For the energy above the lowest of the compared OMol25 structures with the same formula, charge and spin, the calculation gives 558.5 kJ/mol. The lowest unoccupied orbital energy is -4.79 eV. The HOMO energy is -14.61 eV. As for the HOMO-LUMO gap: 9.82 eV.

Here are the Löwdin charges for atoms 1 to 4, given in e: -0.024, -0.010, -0.317, -0.031


Among the records above, which one has the lowest energy above the lowest of the compared OMol25 structures with the same formula, charge and spin?
C10H22CuNO8P


energy above the lowest of the compared OMol25 structures with the same formula, charge and spin of number 2 (C25H31N3O2)?
145.3 kJ/mol